Density functional theory data (wB97M-V/def2-TZVPD) for an isolated ion of composition C5H15N2 and charge +1 at a distorted geometry.

Last column: Mulliken charge in e.
Geometry (Å):
C  1.085  -1.953  -0.197  -0.94
C  -0.112  -1.381  1.892  -0.87
H  0.189  3.122  -0.039  0.37
H  -1.337  2.467  0.059  0.51
C  0.601  0.427  0.336  -1.03
H  -2.053  0.761  -1.191  0.23
N  0.152  -1.007  0.480  0.10
C  -0.015  1.093  -0.932  0.68
H  2.040  -1.901  0.293  0.41
H  -1.191  -0.021  -2.272  0.20
H  -0.852  3.018  -1.493  0.40
N  -1.163  0.276  -1.315  -0.69
H  0.621  1.084  -1.793  0.41
H  -0.727  -0.946  -0.124  0.47
H  1.680  0.422  0.316  0.26
H  -0.954  -0.801  2.248  0.37
H  0.237  0.993  1.203  0.42
H  0.702  -1.025  2.511  0.39
C  -0.489  2.490  -0.623  -1.73
H  1.162  -1.712  -1.266  0.31
H  -0.245  -2.453  1.985  0.33
H  0.669  -2.952  -0.077  0.38

Values from the calculation:
* 2S+1: 1
* ΔE to the lowest compared entry with this formula, charge and spin: 0.480 eV
* HOMO energy: -14.4 eV
* orbital gap: 11.760 eV
* charge: +1

***

Density functional theory data (wB97M-V/def2-TZVPD) for a 3-piece molecular cluster, C15H24IN2O6P overall at a distorted geometry.

Last column: Mulliken charge in e.
Geometry (Å):
H  -0.526  -4.872  3.358  0.28
H  0.800  -2.661  -2.838  0.44
O  -2.680  3.372  -0.263  -0.55
C  -1.965  0.751  -3.614  0.26
C  -2.554  2.282  -1.028  0.38
N  4.653  5.719  2.244  -0.17
C  0.486  -0.334  -2.563  -0.73
H  -2.371  -3.815  2.125  0.23
O  -0.897  1.637  1.891  -0.47
C  -1.961  -6.685  0.451  -1.34
H  3.787  2.472  2.179  0.32
C  -0.069  -1.911  -2.584  -0.64
H  -0.878  -2.020  -3.441  0.29
H  3.519  7.142  1.273  0.28
H  0.092  -2.291  -0.331  0.24
H  4.356  3.394  0.774  0.34
H  -4.422  0.491  -3.872  0.33
H  -2.255  -6.932  -0.574  0.31
I  1.670  0.023  -4.369  0.09
H  5.137  6.299  2.920  0.23
C  -1.420  -5.443  3.098  -0.83
C  -1.163  1.363  -1.131  0.13
H  -1.295  -3.364  -1.225  0.16
C  3.816  3.466  1.721  -1.00
H  -2.471  -7.372  1.131  0.40
C  -0.769  -2.317  -1.126  -0.49
C  4.518  4.422  2.644  0.66
C  -2.357  -5.268  0.758  0.83
H  0.534  3.380  -0.274  0.34
C  4.202  6.329  1.016  -0.75
C  -0.851  0.605  -2.409  0.46
P  -0.010  1.283  0.435  0.24
O  1.078  2.661  0.200  -0.48
H  5.074  6.742  0.503  0.27
H  -2.106  -5.441  3.949  0.29
H  -0.683  2.604  2.099  0.31
O  4.967  4.069  3.733  -0.66
C  -3.835  1.715  -1.925  -0.39
O  -1.721  0.687  -4.925  -0.49
C  -3.571  0.948  -3.191  -0.28
H  2.788  3.797  1.550  0.22
H  -4.971  1.881  -1.621  0.30
H  1.230  -0.286  -1.651  0.37
H  -0.877  -6.798  0.536  0.35
N  -2.072  -4.775  1.997  -0.14
H  3.695  5.620  0.360  0.28
O  -2.923  -4.554  -0.068  -0.66
H  -1.141  -6.469  2.857  0.32
H  -1.588  -1.545  -0.782  0.15

Values from the calculation:
* 2S+1: 1
* ΔE to the lowest compared entry with this formula, charge and spin: 0.000 eV
* HOMO energy: -9.2 eV
* orbital gap: 7.184 eV
* charge: 0